ORCA calculation (ωB97M-V/def2-TZVPD) on a cluster of 12 separate species, C50H70Cl2F40O11 in total at a distorted geometry.

Cartesian coordinates (Å):
F (-2.9193, -5.9779, -7.9933)
C (-3.8523, -5.3921, -8.8140)
F (-5.0319, -5.6450, -8.2809)
C (-3.6077, -3.8890, -8.9151)
F (-3.9424, -3.3603, -7.7349)
F (-4.3705, -3.3443, -9.7608)
C (-2.1466, -3.5149, -9.2746)
O (-1.8132, -4.4047, -10.3340)
C (-0.5830, -4.2056, -11.1079)
F (-0.5255, -2.9092, -11.3188)
F (0.5732, -4.5005, -10.5520)
C (-0.6481, -5.0912, -12.4207)
F (-1.7529, -4.7451, -13.1140)
F (0.4818, -4.8844, -13.1393)
H (-3.8438, -5.8156, -9.8183)
H (-1.4967, -3.7282, -8.4259)
H (-1.9608, -2.4747, -9.5422)
H (-0.7421, -6.1665, -12.2693)
F (6.8017, -12.6487, 0.6667)
C (5.6639, -13.0138, 1.2872)
F (5.8863, -14.3151, 1.4489)
C (5.1433, -12.1892, 2.5284)
F (6.1222, -12.2921, 3.4152)
F (4.1031, -12.6689, 3.0827)
C (4.9835, -10.7208, 2.1491)
O (4.1618, -10.4327, 0.9735)
C (4.3018, -9.2885, 0.2462)
F (4.3553, -8.3023, 1.0901)
F (5.5469, -9.3250, -0.2020)
C (3.2634, -9.0310, -0.8508)
F (3.6267, -8.1606, -1.8151)
F (2.8578, -10.1428, -1.5204)
H (4.7848, -13.0661, 0.6449)
H (5.9474, -10.2615, 1.9296)
H (4.5015, -10.2960, 3.0297)
H (2.3547, -8.6391, -0.3940)
F (0.0564, -1.7625, 3.9160)
C (0.9810, -0.8146, 3.7152)
F (1.9717, -1.2716, 3.0459)
C (0.3511, 0.5220, 3.2460)
F (1.2952, 1.5744, 3.1225)
F (-0.5914, 0.9213, 4.1051)
C (-0.5012, 0.3831, 1.9480)
O (0.1990, -0.3241, 0.9070)
C (0.3841, 0.4179, -0.3376)
F (-0.8269, 0.7353, -0.8637)
F (1.0781, 1.5137, -0.2281)
C (1.1051, -0.4416, -1.2603)
F (0.5473, -1.6598, -1.4014)
F (1.2983, 0.0641, -2.4723)
H (1.3906, -0.5157, 4.6801)
H (-0.9034, 1.3234, 1.5710)
H (-1.3817, -0.1574, 2.2954)
H (2.1019, -0.6374, -0.8652)
F (2.1475, 7.2413, 8.2339)
C (1.7475, 7.1222, 9.5492)
F (1.7132, 8.3747, 10.0008)
C (0.3383, 6.4508, 9.8665)
F (0.0935, 6.3624, 11.1780)
F (0.3864, 5.2213, 9.4091)
C (-0.7824, 7.2606, 9.1510)
O (-2.0224, 6.7007, 9.6423)
C (-2.7686, 7.4983, 10.4502)
F (-2.1466, 7.7791, 11.5654)
F (-3.0090, 8.6806, 9.7517)
C (-4.0049, 6.7448, 10.8814)
F (-4.8110, 7.4472, 11.6428)
F (-4.6906, 6.1530, 9.8850)
H (2.4683, 6.5067, 10.0875)
H (-0.7612, 7.1587, 8.0659)
H (-0.8180, 8.3031, 9.4671)
H (-3.7044, 5.9249, 11.5338)
F (-7.8155, 8.3531, -6.2764)
C (-7.7944, 8.6114, -5.0091)
F (-8.4540, 9.8004, -4.7704)
C (-8.4457, 7.4112, -4.1633)
F (-9.7756, 7.2898, -4.3606)
F (-8.0964, 7.5273, -2.8993)
C (-7.7606, 6.0800, -4.6846)
O (-6.4103, 6.1006, -4.9163)
C (-5.8636, 5.0571, -5.6994)
F (-6.0290, 3.8829, -5.0466)
F (-6.5529, 4.9407, -6.7530)
C (-4.3771, 5.3704, -6.0580)
F (-3.8473, 4.6667, -7.0082)
F (-4.1404, 6.6623, -6.3678)
H (-6.7607, 8.8453, -4.7543)
H (-8.3260, 5.7621, -5.5605)
H (-7.9816, 5.2467, -4.0176)
H (-3.6809, 5.1646, -5.2451)
C (8.5435, 5.9631, 0.5778)
C (8.4821, 5.5886, -0.9312)
C (7.2776, 4.6093, -0.8534)
O (7.3904, 3.9383, 0.4368)
C (8.3109, 4.5643, 1.2372)
H (7.8130, 6.7282, 0.8405)
H (9.5427, 6.2817, 0.8750)
H (9.3922, 5.1257, -1.3126)
H (8.3327, 6.5148, -1.4861)
H (7.2415, 3.9479, -1.7191)
H (6.3777, 5.2201, -0.7817)
H (9.2398, 4.0225, 1.0591)
H (8.2715, 4.6137, 2.3254)
C (8.5047, -2.3915, 1.5513)
C (8.8965, -2.2008, 3.0272)
C (10.4107, -2.5881, 2.9838)
O (10.8214, -2.4194, 1.6593)
C (9.7393, -2.0346, 0.8349)
H (7.6826, -1.7961, 1.1542)
H (8.2616, -3.4482, 1.4401)
H (8.3120, -2.6841, 3.8101)
H (8.7825, -1.1340, 3.2195)
H (10.5459, -3.6589, 3.1361)
H (11.0080, -1.9950, 3.6763)
H (9.8811, -2.7104, -0.0084)
H (9.7192, -1.0437, 0.3813)
C (-1.2510, -8.0454, 4.3879)
C (-0.7340, -8.2778, 5.7838)
C (-0.7068, -9.7821, 5.9912)
O (-1.2670, -10.3515, 4.7734)
C (-1.9703, -9.3385, 4.0207)
H (-0.4015, -7.9194, 3.7166)
H (-1.8089, -7.1090, 4.3849)
H (-1.1295, -7.6020, 6.5420)
H (0.2699, -7.8728, 5.9119)
H (-1.4250, -9.9268, 6.7983)
H (0.2950, -10.1986, 6.0966)
H (-2.9846, -9.3344, 4.4198)
H (-2.0951, -9.4691, 2.9458)
C (-5.1652, 8.0468, 3.0702)
C (-4.4589, 6.9773, 2.2748)
C (-3.6450, 7.7075, 1.2307)
O (-3.8079, 9.0941, 1.4108)
C (-4.9820, 9.3637, 2.2078)
H (-4.6229, 8.2763, 3.9874)
H (-6.2096, 7.8459, 3.3090)
H (-5.1059, 6.2769, 1.7466)
H (-3.8521, 6.2396, 2.7997)
H (-3.9965, 7.5473, 0.2114)
H (-2.5988, 7.4460, 1.3889)
H (-5.8805, 9.5211, 1.6110)
H (-4.8468, 10.3178, 2.7172)
C (-10.7469, 3.3526, 2.7285)
C (-9.8702, 3.0438, 3.9956)
C (-8.7046, 2.2004, 3.4917)
O (-8.7839, 2.2211, 2.0989)
C (-10.1691, 2.4157, 1.7047)
H (-10.7294, 4.4013, 2.4319)
H (-11.8165, 3.2553, 2.9150)
H (-10.3367, 2.5038, 4.8196)
H (-9.5628, 4.0000, 4.4190)
H (-8.7078, 1.1459, 3.7675)
H (-7.7288, 2.4687, 3.8967)
H (-10.7086, 1.4736, 1.6070)
H (-10.1680, 2.8777, 0.7175)
C (7.1801, -1.5557, -8.9668)
C (6.4480, -0.2599, -9.1044)
C (7.0612, 0.4281, -7.9198)
O (6.9080, -0.6278, -6.9324)
C (7.4153, -1.8051, -7.4727)
H (8.1862, -1.5074, -9.3833)
H (6.7330, -2.4377, -9.4254)
H (5.3699, -0.3954, -9.0189)
H (6.6482, 0.2718, -10.0346)
H (6.5958, 1.3737, -7.6418)
H (8.1174, 0.6805, -8.0138)
H (6.9078, -2.6928, -7.0952)
H (8.4819, -1.9515, -7.3024)
Cl (-4.6862, -4.5941, -0.3646)
C (-6.1824, -3.9512, 0.2934)
Cl (-6.5654, -4.6421, 1.8993)
H (-5.9623, -2.9213, 0.5744)
H (-7.0658, -3.9492, -0.3452)

Calculated values
* molar mass: 1677.9 g/mol
* Kohn-Sham gap: 9.51 eV
* structure (SMILES): FC(F)C(F)(F)COC(F)(F)C(F)F.FC(F)C(F)(F)COC(F)(F)C(F)F.FC(F)C(F)(F)COC(F)(F)C(F)F.FC(F)C(F)(F)COC(F)(F)C(F)F.FC(F)C(F)(F)COC(F)(F)C(F)F.C1CCOC1.C1CCOC1.C1CCOC1.C1CCOC1.C1CCOC1.C1CCOC1.ClCCl